[1]
This record from the Open Molecules 2025 dataset describes the molecule C4H7NO. The level of theory is the ωB97M-V functional and the def2-TZVPD basis.

Results
SMILES: ON=C1CCC1
Kohn-Sham gap: 10.53 eV
HOMO: -0.3468 hartree
Maximum force: 0.72 eV Å⁻¹
Energy: -7796.70341 eV
E_LUMO: 1.1 eV
ΔE to the lowest compared entry with this formula, charge and spin: 283.8 kJ/mol

Each line ends with the Mulliken charge.
Cartesian coordinates (Å):
O: -2.49 0.04 0.84  -0.379
N: -1.63 -0.89 0.25  -0.570
C: 0.09 1.02 0.13  -0.424
C: 0.74 -0.94 -0.61  -0.385
C: 1.47 0.32 -0.08  -0.532
C: -0.53 -0.34 -0.05  0.340
H: 0.72 -0.99 -1.70  0.216
H: 1.98 0.13 0.87  0.247
H: -3.29 -0.48 0.99  0.363
H: -0.17 1.67 -0.71  0.226
H: 2.16 0.82 -0.76  0.285
H: 1.05 -1.91 -0.21  0.297
H: -0.10 1.56 1.06  0.316

---

[2]
This record from the Open Molecules 2025 dataset describes the molecule C4H7NO. The level of theory is the ωB97M-V functional and the def2-TZVPD basis.

Results
Kohn-Sham gap (alpha / beta): 7.35 / 7.80 eV
HOMO (alpha / beta): -0.3173 / -0.3257 hartree
Maximum force: 0.54 eV Å⁻¹
Energy: -7795.05359 eV
E_LUMO (alpha / beta): -1.3 / -1.1 eV
ΔE to the lowest compared entry with this formula, charge and spin: 442.9 kJ/mol

Each line ends with the Mulliken charge.
Cartesian coordinates (Å):
O: 1.71 -1.07 0.88  -0.506
N: -0.68 1.09 0.54  -0.658
C: 0.29 0.66 -0.28  0.499
C: 0.56 -0.75 0.76  0.579
C: -0.61 -1.00 1.49  -0.852
C: 0.01 0.30 -1.72  -1.153
H: -1.57 -0.84 1.05  0.309
H: -0.15 1.22 -2.31  0.318
H: 1.28 1.11 -0.16  0.298
H: -0.53 -1.74 2.30  0.309
H: 0.88 -0.22 -2.13  0.326
H: -0.87 -0.34 -1.83  0.273
H: -0.30 1.66 1.30  0.258

---

[3]
This record from the Open Molecules 2025 dataset describes the molecule C4H7NO. The level of theory is the ωB97M-V functional and the def2-TZVPD basis.

Results
SMILES: C[C@H]1CC(=O)N1
Kohn-Sham gap: 10.68 eV
HOMO: -0.3582 hartree
Maximum force: 3.35 eV Å⁻¹
Energy: -7798.36552 eV
E_LUMO: 0.9 eV
ΔE to the lowest compared entry with this formula, charge and spin: 123.4 kJ/mol

Each line ends with the Mulliken charge.
Cartesian coordinates (Å):
O: -2.26 -0.17 -0.35  -0.567
N: -0.11 -0.88 0.41  -0.181
C: -1.11 -0.03 -0.09  0.363
C: -0.12 1.17 0.12  -0.597
C: 0.92 0.10 0.51  0.247
C: 2.09 -0.15 -0.51  -1.130
H: 0.21 1.74 -0.75  0.255
H: -0.43 1.88 0.89  0.248
H: 2.32 -1.33 -0.48  0.241
H: 1.37 0.18 1.54  0.240
H: 1.76 0.06 -1.57  0.308
H: 3.00 0.45 -0.25  0.314
H: 0.00 -1.97 0.32  0.260

---

[4]
This record from the Open Molecules 2025 dataset describes a structure of composition C4H7NO. The level of theory is the ωB97M-V functional and the def2-TZVPD basis.

Results
Kohn-Sham gap: 9.51 eV
HOMO: -0.3164 hartree
Maximum force: 0.40 eV Å⁻¹
Energy: -7794.15068 eV
E_LUMO: 0.9 eV
ΔE to the lowest compared entry with this formula, charge and spin: 530.1 kJ/mol

Each line ends with the Mulliken charge.
Cartesian coordinates (Å):
O: -1.47 -0.80 1.13  -0.528
N: 0.97 0.65 -0.65  -0.324
C: -0.01 -0.81 -0.92  -0.512
C: -0.22 1.15 0.12  -0.535
C: 1.25 -0.69 -0.12  -0.246
C: -1.08 -0.12 -0.04  0.111
H: 2.15 -1.13 -0.53  0.206
H: 0.06 1.41 1.15  0.280
H: -0.63 2.03 -0.38  0.284
H: -2.01 0.06 -0.59  0.356
H: -0.71 -1.25 1.50  0.333
H: 1.22 -0.71 0.97  0.155
H: 0.47 0.21 -1.66  0.420

---

[5]
This record from the Open Molecules 2025 dataset describes the molecule C4H7NO. The level of theory is the ωB97M-V functional and the def2-TZVPD basis.

Results
SMILES: O=CC[C@H]1CN1
Kohn-Sham gap: 10.82 eV
HOMO: -0.3577 hartree
Maximum force: 0.50 eV Å⁻¹
Energy: -7797.54374 eV
E_LUMO: 1.1 eV
ΔE to the lowest compared entry with this formula, charge and spin: 202.7 kJ/mol

Each line ends with the Mulliken charge.
Cartesian coordinates (Å):
O: 1.20 0.60 2.10  -0.474
N: -0.95 0.20 -1.59  -0.607
C: 0.57 -0.41 1.92  0.052
C: -0.32 0.43 -0.29  0.206
C: 0.50 0.36 -1.51  -0.498
C: -0.34 -0.68 0.74  -0.678
H: -1.36 -0.83 1.14  0.270
H: 0.98 1.29 -1.83  0.248
H: -0.44 1.42 0.13  0.353
H: 1.00 -0.55 -1.83  0.234
H: 0.62 -1.24 2.66  0.339
H: -1.40 1.04 -1.94  0.246
H: -0.05 -1.63 0.29  0.308

---

[6]
This record from the Open Molecules 2025 dataset describes the molecule C4H7NO. The level of theory is the ωB97M-V functional and the def2-TZVPD basis.

Results
Kohn-Sham gap: 8.97 eV
HOMO: -0.3254 hartree
Maximum force: 0.32 eV Å⁻¹
Energy: -7795.84745 eV
E_LUMO: 0.1 eV
ΔE to the lowest compared entry with this formula, charge and spin: 366.3 kJ/mol

Each line ends with the Mulliken charge.
Cartesian coordinates (Å):
O: 0.18 -1.33 0.07  -0.656
N: 0.11 0.99 -0.05  -0.624
C: -1.83 -0.41 0.02  -0.450
C: 0.73 -0.19 0.10  0.785
C: -1.19 0.75 -0.46  -0.064
C: 2.23 -0.12 0.23  -0.951
H: -2.14 1.05 0.26  0.170
H: -1.69 -0.70 1.05  0.241
H: -2.69 -0.83 -0.51  0.322
H: 2.67 -0.41 -0.73  0.240
H: 2.58 -0.83 0.98  0.290
H: 2.54 0.89 0.47  0.310
H: -1.50 1.15 -1.43  0.388

---

[7]
This record from the Open Molecules 2025 dataset describes the molecule C4H7NO. The level of theory is the ωB97M-V functional and the def2-TZVPD basis.

Results
Kohn-Sham gap: 7.93 eV
HOMO: -0.2800 hartree
Maximum force: 1.02 eV Å⁻¹
Energy: -7793.73022 eV
E_LUMO: 0.3 eV
ΔE to the lowest compared entry with this formula, charge and spin: 570.6 kJ/mol

Each line ends with the Mulliken charge.
Cartesian coordinates (Å):
O: 0.34 0.20 1.14  -0.401
N: -1.12 2.28 -1.09  -0.513
C: -0.33 -0.02 -0.23  0.159
C: 1.72 0.20 0.02  -0.442
C: -0.83 1.23 -0.70  0.192
C: -1.28 -1.17 -0.11  -1.151
H: -0.76 -2.11 0.08  0.308
H: -1.83 -1.28 -1.05  0.351
H: -2.01 -1.02 0.70  0.255
H: 2.38 0.55 0.83  0.260
H: 1.91 -0.83 -0.24  0.278
H: 1.73 0.88 -0.83  0.300
H: 0.09 1.07 1.50  0.405

---

[8]
This record from the Open Molecules 2025 dataset describes the molecule C4H7NO. The level of theory is the ωB97M-V functional and the def2-TZVPD basis.

Results
SMILES: C[C@H]1CN1C=O
Kohn-Sham gap: 10.93 eV
HOMO: -0.3634 hartree
Maximum force: 0.63 eV Å⁻¹
Energy: -7797.78970 eV
E_LUMO: 1.0 eV
ΔE to the lowest compared entry with this formula, charge and spin: 179.0 kJ/mol

Each line ends with the Mulliken charge.
Cartesian coordinates (Å):
O: -0.91 -1.81 1.24  -0.487
N: -1.14 0.29 0.28  -0.280
C: -1.00 -0.61 1.33  0.100
C: 1.47 0.25 -0.08  -1.189
C: 0.08 0.80 -0.37  0.107
C: -0.86 -0.10 -1.08  -0.399
H: 2.01 0.80 0.69  0.306
H: -1.53 0.29 -1.84  0.228
H: -0.54 -1.13 -1.22  0.264
H: 1.41 -0.81 0.21  0.326
H: -1.02 -0.09 2.30  0.360
H: -0.04 1.86 -0.47  0.356
H: 2.08 0.28 -1.00  0.308

---

[9]
This record from the Open Molecules 2025 dataset describes the molecule C4H7NO. The level of theory is the ωB97M-V functional and the def2-TZVPD basis.

Results
Kohn-Sham gap: 9.22 eV
HOMO: -0.3167 hartree
Maximum force: 1.59 eV Å⁻¹
Energy: -7794.23665 eV
E_LUMO: 0.6 eV
ΔE to the lowest compared entry with this formula, charge and spin: 521.8 kJ/mol

Each line ends with the Mulliken charge.
Cartesian coordinates (Å):
O: 2.32 -2.06 -1.28  -0.518
N: 0.79 -0.84 -0.10  -0.457
C: 1.55 -1.13 -1.20  0.124
C: -1.25 -0.12 1.18  -1.193
C: 0.05 0.27 -0.01  0.522
C: 0.02 1.54 -0.40  -1.006
H: -1.25 0.66 1.92  0.359
H: -2.08 -0.05 0.49  0.401
H: 0.84 1.91 -0.99  0.296
H: -1.40 -1.08 1.70  0.374
H: -0.17 -0.86 0.92  0.577
H: -0.80 2.21 -0.16  0.286
H: 1.39 -0.44 -2.06  0.234